[1]
2 unconnected molecules or ions with the total composition C11H9F4N3O2, computed with ωB97M-V/def2-TZVPD.

Output
HOMO level (eV): -9.4

Atoms and positions in Å:
1 F 3.633126 1.618128 1.309757
2 C 3.396948 1.216409 0.037959
3 F 4.593558 0.995406 -0.567698
4 C 2.639179 2.347170 -0.718178
5 F 2.808863 3.526145 -0.053276
6 F 3.200996 2.516179 -1.951345
7 C 1.158780 2.091285 -0.895078
8 C 0.412220 2.970707 -1.729566
9 N -0.863762 2.828939 -1.919046
10 C -1.454039 1.777634 -1.280611
11 C -2.829603 1.546522 -1.449928
12 C -3.428607 0.494445 -0.828070
13 C -2.688808 -0.373032 0.003791
14 C -1.358986 -0.163059 0.193260
15 C -0.713369 0.907832 -0.449746
16 N 0.623943 1.092346 -0.264033
17 H 2.837496 0.286345 0.055170
18 H 0.918940 3.792722 -2.221161
19 H -3.412367 2.208943 -2.074374
20 H -4.485898 0.317498 -0.967731
21 H -3.148725 -1.211473 0.505831
22 H -0.778344 -0.804909 0.838083
23 C 0.056763 -4.904397 2.007104
24 N -0.423785 -3.500201 2.121077
25 O -1.293650 -3.132312 1.357263
26 O 0.092084 -2.810149 2.971536
27 H -0.492397 -5.388167 1.208934
28 H 1.120579 -4.863699 1.795248
29 H -0.121133 -5.383256 2.964829

Cartesian forces (eV/Å) of the 3 atoms listed first:
F -0.07 -0.12 -0.16
C 0.26 0.08 -0.03
F -0.11 0.10 0.16

***

[2]
6 unconnected molecules or ions with the total composition C22H55F2NO12S at a distorted geometry, computed with ωB97M-V/def2-TZVPD.

Output
HOMO level (eV): -9.1

Atoms and positions in Å:
1 C 7.495541 3.173222 -2.375652
2 C 6.685903 2.198176 -3.224844
3 N 5.300303 1.982439 -2.805011
4 F 5.277000 1.428065 -1.543187
5 S 4.330560 3.346917 -2.845723
6 O 3.902470 3.615691 -1.544740
7 O 4.890859 4.412490 -3.562983
8 F 3.056627 2.935350 -3.617238
9 H 7.499069 2.904927 -1.322077
10 H 7.217218 4.213307 -2.517365
11 H 8.532948 3.094667 -2.706752
12 H 6.750329 2.465327 -4.275264
13 H 7.165677 1.224650 -3.136117
14 C 1.167872 0.535167 1.522837
15 O 0.698159 1.610740 0.728554
16 C 1.441387 1.779484 -0.472511
17 C 0.688517 1.228685 -1.663675
18 O 0.574066 -0.187914 -1.601113
19 C -0.708184 -0.619636 -1.184769
20 H 0.441453 0.359813 2.312740
21 H 1.278131 -0.381886 0.938017
22 H 2.127433 0.797211 1.982011
23 H 2.429112 1.317403 -0.388107
24 H 1.585192 2.853472 -0.611601
25 H 1.246701 1.463553 -2.573964
26 H -0.297972 1.695479 -1.742205
27 H -1.443753 -0.445059 -1.977761
28 H -1.028762 -0.108476 -0.273085
29 H -0.652777 -1.689547 -0.987662
30 C 1.197300 5.048983 6.799833
31 O 0.798314 5.216915 5.451856
32 C 1.838530 4.933078 4.526031
33 C 1.657990 3.574867 3.885830
34 O 1.832511 2.526161 4.830724
35 C 0.607594 1.961029 5.263389
36 H 0.303884 5.101110 7.420591
37 H 1.680307 4.081749 6.959501
38 H 1.879348 5.852548 7.098427
39 H 2.817877 5.003766 5.008871
40 H 1.790264 5.698789 3.745425
41 H 2.424848 3.442296 3.116103
42 H 0.679823 3.503735 3.401681
43 H 0.159609 1.363997 4.461135
44 H -0.100473 2.730047 5.583417
45 H 0.822150 1.306711 6.107364
46 C 3.378321 0.448339 -8.529974
47 O 4.012725 -0.814162 -8.423289
48 C 5.374063 -0.720618 -8.033533
49 C 5.557575 -1.065214 -6.571678
50 O 4.957347 -0.092465 -5.728661
51 C 3.715489 -0.518787 -5.187493
52 H 2.309585 0.274960 -8.644950
53 H 3.541275 1.057907 -7.637763
54 H 3.743865 0.984763 -9.412079
55 H 5.772188 0.276148 -8.246617
56 H 5.931122 -1.443490 -8.638272
57 H 6.628492 -1.072698 -6.342797
58 H 5.159908 -2.061950 -6.360114
59 H 3.883668 -1.290704 -4.429583
60 H 3.046584 -0.905359 -5.959575
61 H 3.244759 0.341169 -4.713979
62 C -4.430864 -2.897358 3.694002
63 O -4.594088 -1.691150 4.419466
64 C -3.655137 -1.546714 5.474488
65 C -2.546288 -0.587187 5.102549
66 O -1.727442 -1.114660 4.069034
67 C -2.004927 -0.548008 2.800132
68 H -5.053937 -2.841510 2.802155
69 H -3.393281 -3.045719 3.385671
70 H -4.760782 -3.748380 4.300301
71 H -3.242163 -2.517765 5.763521
72 H -4.198432 -1.140857 6.333947
73 H -1.903327 -0.435009 5.975824
74 H -2.960266 0.383815 4.814244
75 H -1.645176 0.486216 2.769119
76 H -3.073242 -0.570469 2.570955
77 H -1.473178 -1.128280 2.047397
78 C -7.197745 -5.518247 2.004471
79 O -6.605551 -5.180053 0.762636
80 C -7.140216 -5.917717 -0.326859
81 C -8.113588 -5.087666 -1.134579
82 O -9.288009 -4.794134 -0.392695
83 C -9.307847 -3.470546 0.112727
84 H -6.870896 -4.785310 2.740806
85 H -8.288852 -5.499033 1.951581
86 H -6.862804 -6.510930 2.324163
87 H -7.617744 -6.837498 0.023418
88 H -6.298405 -6.196972 -0.968593
89 H -8.423800 -5.663186 -2.012581
90 H -7.634383 -4.168598 -1.484813
91 H -9.464149 -2.755931 -0.702494
92 H -8.381764 -3.225537 0.638492
93 H -10.139637 -3.392944 0.810938

Cartesian forces (eV/Å) of the 3 atoms listed first:
C 0.41 -0.01 -0.22
C 1.04 -0.12 0.65
N -0.42 0.35 -1.70

***

[3]
A molecular structure, C17H17GaN4O3S, computed with ωB97M-V/def2-TZVPD.

Output
Charge: +2
HOMO level (eV): -14.8

Atoms and positions in Å:
1 Ga -0.018258 -2.317914 0.118621
2 C -0.423991 -1.581462 -4.872880
3 C -1.303074 -2.081447 -3.792226
4 N -2.585727 -2.223842 -3.837270
5 N -2.959841 -2.717600 -2.617640
6 C -1.939536 -2.884211 -1.806987
7 S -1.886368 -3.538420 -0.223495
8 N -0.866221 -2.497853 -2.526843
9 N 0.421593 -2.525257 -1.972829
10 H -1.026555 -1.449015 -5.767898
11 H 0.376309 -2.290470 -5.092418
12 H 0.016007 -0.615101 -4.615637
13 H -3.935582 -2.924466 -2.445131
14 H 0.922191 -3.360208 -2.285526
15 H 0.950243 -1.702730 -2.266918
16 O -0.164473 -0.348323 0.062811
17 C 0.698188 0.263444 1.183342
18 C 1.744484 -0.809415 1.514340
19 O 2.730748 -0.589298 2.120391
20 O 1.439293 -2.078760 1.074902
21 C -0.239678 0.489849 2.347936
22 C -0.068164 -0.147218 3.571678
23 C -1.003715 0.032048 4.583697
24 C -2.113128 0.835352 4.378451
25 C -2.292188 1.471629 3.155043
26 C -1.358966 1.303032 2.146993
27 C 1.371788 1.483065 0.595137
28 C 1.304096 2.725351 1.211393
29 C 1.940847 3.817448 0.633854
30 C 2.629715 3.676909 -0.559002
31 C 2.717897 2.429361 -1.167271
32 C 2.092495 1.339121 -0.592290
33 H -0.903836 0.267705 -0.056527
34 H 0.805012 -0.762467 3.756188
35 H -0.855200 -0.453923 5.539321
36 H -2.833258 0.981683 5.172873
37 H -3.149960 2.112197 2.993425
38 H -1.486077 1.849046 1.213432
39 H 0.779577 2.836444 2.151224
40 H 1.900476 4.779114 1.128741
41 H 3.110990 4.533620 -1.011928
42 H 3.282712 2.311532 -2.083493
43 H 2.179137 0.361449 -1.059585

Cartesian forces (eV/Å) of the 3 atoms listed first:
Ga -0.35 0.48 0.05
C 0.04 0.03 0.04
C 0.02 -0.13 0.04

***

In eV, the gap between HOMO and LUMO values for the records above are, in order, 9.03, 9.74, 7.66.
In g/mol, the molecular weight values for the records above are, in order, 291.2, 595.7, 427.1.
In hartree, the calculated total energy values for the records above are, in order, -1138.69949, -2426.45058, -3425.18917.